Below is C36H39F4GaNO2 as an isolated structure, with properties calculated with ωB97M-V/def2-TZVPD.

Structure (XYZ):
```
83
Properties=species:S:1:pos:R:3
C -3.84474 -1.59241 -2.24151
C -3.92390 -2.04466 -0.68936
C -3.56201 -0.77679 0.22894
O -2.19764 -0.92655 0.68035
Ga -1.35155 0.72784 1.01132
N -0.04048 0.38083 2.45071
C 0.82886 1.31343 2.47347
O 1.82154 2.08139 2.45044
C -2.60020 2.23884 1.66492
F -3.94626 1.84408 1.96236
F -2.04044 2.71636 2.92996
C -2.56436 3.55077 0.68819
F -1.70167 4.54290 1.27707
F -3.90189 4.10635 0.64045
H -4.36170 -0.57490 -2.35782
H -2.72591 -1.41595 -2.46721
H -4.30798 -2.42225 -2.87532
H -3.08063 -2.81808 -0.51153
H -4.90856 -2.55664 -0.41403
H -3.80691 0.23971 -0.24143
H -4.22834 -0.86299 1.17724
H -0.54835 1.21205 -0.29682
H -2.28043 3.29499 -0.38561
C 1.93907 3.82046 5.05998
C 2.62349 2.89892 5.84582
C 2.85283 3.16541 7.19256
C 2.38844 4.35060 7.75606
C 1.70047 5.27079 6.97096
C 1.47939 5.00813 5.62220
H 1.76375 3.61375 4.01035
H 2.97931 1.97195 5.40769
H 3.39255 2.44920 7.80351
H 2.56290 4.55639 8.80727
H 1.33686 6.19426 7.41075
H 0.94780 5.72814 5.00912
C -5.50149 -6.84345 -5.91780
C -5.42398 -7.00013 -4.53740
C -4.47775 -6.28715 -3.80745
C -3.61483 -5.40943 -4.45730
C -3.69485 -5.24995 -5.83727
C -4.63496 -5.96983 -6.56843
H -6.23718 -7.40210 -6.48708
H -6.10129 -7.67943 -4.02986
H -4.41304 -6.41439 -2.73188
H -2.88038 -4.84983 -3.88760
H -3.02308 -4.56430 -6.34353
H -4.69341 -5.84930 -7.64498
C 3.80530 7.60033 2.52917
C 5.14202 7.96718 2.65579
C 6.10902 6.99897 2.90652
C 5.74058 5.66095 3.02132
C 4.40476 5.29364 2.89126
C 3.43596 6.26363 2.64935
H 3.05084 8.35617 2.33686
H 5.43001 9.00928 2.55953
H 7.15011 7.28590 3.01155
H 6.49543 4.90517 3.21200
H 4.11804 4.25058 2.97928
H 2.39393 5.97790 2.55338
C -5.19963 -10.84089 -2.06132
C -4.34866 -10.08710 -2.86369
C -3.94014 -10.57800 -4.09978
C -4.39079 -11.81974 -4.53821
C -5.24481 -12.57215 -3.73743
C -5.64601 -12.08515 -2.49727
H -5.51527 -10.45904 -1.09601
H -4.00277 -9.11600 -2.52495
H -3.27145 -9.99270 -4.72202
H -4.07619 -12.20059 -5.50424
H -5.59741 -13.53971 -4.08020
H -6.30739 -12.67424 -1.87088
C 7.89173 6.67850 -2.14653
C 6.84929 7.01476 -1.28793
C 6.30996 6.05468 -0.43732
C 6.81992 4.75977 -0.43829
C 7.86474 4.42432 -1.29413
C 8.39808 5.38211 -2.15143
H 8.30980 7.42671 -2.81217
H 6.45613 8.02633 -1.28228
H 5.49307 6.31540 0.22707
H 6.40254 4.01248 0.22842
H 8.26325 3.41477 -1.29350
H 9.20897 5.11884 -2.82242
```

Properties
HOMO: -5.9 eV
Net charge: -1
Max |F|: 6.02 eV Å⁻¹
Kohn-Sham gap: 8.005 eV

---

Below is a 6-piece molecular cluster, C36H39F5N4O overall, with properties calculated with ωB97M-V/def2-TZVPD.

Structure (XYZ):
```
85
Properties=species:S:1:pos:R:3
N -1.29879 0.67439 -0.32433
C -1.02315 2.04953 0.13573
N -0.10522 2.65982 -0.82254
N -2.21509 2.88782 0.10897
C -0.50556 1.97185 1.58273
C -0.31819 3.24954 2.42322
C 0.17752 4.54942 1.74620
C -1.06084 5.44500 1.59741
C -2.16277 4.73416 2.35527
O -3.31949 5.04718 2.40858
N -1.61726 3.61564 3.02996
H -0.85962 -0.01624 0.27412
H -2.29435 0.48664 -0.27976
H 0.86461 2.46479 -0.60793
H -0.24784 3.65926 -0.84764
H -2.85762 2.58183 0.82965
H -2.65720 2.77174 -0.79877
H 0.40977 1.37426 1.57617
H -1.25120 1.39820 2.14498
H 0.37209 2.96295 3.21858
H 0.71012 4.39442 0.81403
H 0.88456 5.03907 2.41977
H -0.91444 6.38810 2.13194
H -1.37696 5.67986 0.58295
H -1.58889 3.75402 4.03124
F -4.74129 -0.59135 0.36139
C -4.80967 -0.38437 1.69831
C -5.02242 -1.45962 2.53551
C -5.04893 -1.22356 3.90345
C -4.85256 0.05703 4.40443
C -4.63133 1.11641 3.53448
C -4.61972 0.89785 2.16449
H -5.15635 -2.45001 2.12230
H -5.21479 -2.05083 4.58109
H -4.86612 0.22747 5.47256
H -4.46234 2.11637 3.91183
H -4.46476 1.70773 1.46675
F 2.55806 2.54498 1.69630
C 3.51940 1.72267 1.20967
C 3.62379 0.45062 1.73314
C 4.60414 -0.38827 1.22090
C 5.44926 0.05254 0.21198
C 5.31813 1.33889 -0.29422
C 4.34203 2.18998 0.20610
H 2.95343 0.13325 2.52041
H 4.70392 -1.39148 1.61394
H 6.21071 -0.60662 -0.18273
H 5.97688 1.68194 -1.07811
H 4.21522 3.19622 -0.17007
F -1.76564 -2.39052 -0.18289
C -2.17844 -2.94520 -1.34297
C -3.50646 -2.82041 -1.69907
C -3.92658 -3.39866 -2.88892
C -3.02726 -4.08806 -3.69123
C -1.69632 -4.19032 -3.30825
C -1.25774 -3.61501 -2.12349
H -4.18219 -2.28022 -1.05156
H -4.96373 -3.31259 -3.18614
H -3.36257 -4.54876 -4.61079
H -0.99278 -4.72715 -3.93138
H -0.22659 -3.67806 -1.80421
F -4.36254 -10.44407 -1.18797
C -4.55234 -9.10860 -1.13286
C -5.72125 -8.62726 -0.57867
C -5.90618 -7.25228 -0.52678
C -4.93692 -6.39160 -1.02306
C -3.77131 -6.90597 -1.57512
C -3.56968 -8.27797 -1.63288
H -6.46174 -9.31894 -0.20128
H -6.81538 -6.85417 -0.09513
H -5.08550 -5.32047 -0.98278
H -3.01523 -6.23626 -1.96583
H -2.67026 -8.70532 -2.05488
F 7.73426 2.09904 -2.41650
C 8.73425 3.00280 -2.53469
C 10.03097 2.58549 -2.31648
C 11.04957 3.52029 -2.43870
C 10.76059 4.83679 -2.77083
C 9.44469 5.22382 -2.98371
C 8.41300 4.30273 -2.86688
H 10.22860 1.55452 -2.05751
H 12.07435 3.21495 -2.27320
H 11.55970 5.55966 -2.86406
H 9.21557 6.24911 -3.24268
H 7.38016 4.57755 -3.03106
```

Properties
SMILES: NC(N)(N)C[C@H]1CCC(=O)N1.Fc1ccccc1.Fc1ccccc1.Fc1ccccc1.Fc1ccccc1.Fc1ccccc1
HOMO: -8.9 eV
Max |F|: 0.45 eV Å⁻¹
Kohn-Sham gap: 9.521 eV

---

Below is C36H39F6N4O10P3PmS3 as an isolated structure, with properties calculated with ωB97M-V/def2-TZVPD.

Structure (XYZ):
```
102
Properties=species:S:1:pos:R:3
Pm 0.04092 -3.32393 1.45074
F 1.83644 -2.91892 6.90072
C 1.40405 -3.68983 5.89971
F 0.65500 -4.66554 6.41267
F 2.49051 -4.21724 5.27779
S 0.29707 -2.76577 4.67666
O -0.61138 -3.65871 3.90675
O -0.22671 -1.62831 5.41251
N 1.41473 -2.46669 3.54140
S 1.99375 -1.10534 3.01290
O 1.21367 -0.88645 1.76607
O 2.20829 -0.03873 3.94884
C 3.77082 -1.70530 2.72315
F 4.51909 -0.74308 2.11077
F 3.81858 -2.78703 1.96662
F 4.20247 -1.95818 4.03353
C 0.95218 1.99644 0.19571
N 0.33572 1.67896 -1.09901
C -0.51362 0.53516 -1.06421
P 0.26073 -1.20827 -1.26449
C -0.55109 -1.99385 -2.68990
C 0.14625 -3.05789 -3.31241
C -0.56800 -3.79104 -4.27364
C -1.90397 -3.49452 -4.57330
C -2.52003 -2.42961 -3.96970
C -1.82433 -1.62454 -3.05824
C 1.94454 -0.87501 -1.77588
C 2.09004 -0.13210 -2.95024
C 3.36658 0.39168 -3.19657
C 4.49199 0.09297 -2.39800
C 4.36073 -0.92028 -1.50237
C 3.07944 -1.37402 -1.09963
C 0.47451 2.42287 -2.31102
C -0.56200 2.49637 -3.26688
C -0.42092 3.11874 -4.52861
C 0.73084 3.81083 -4.84548
C 1.78392 3.79733 -3.89047
C 1.66603 3.16816 -2.66587
P -0.13058 2.67200 1.46544
C -0.97008 4.04278 0.59851
C -0.30529 5.26688 0.40338
C -1.05234 6.36836 -0.09501
C -2.40634 6.24116 -0.37931
C -2.98642 4.97385 -0.25351
C -2.26900 3.85738 0.14579
C 1.05086 3.41822 2.60251
C 0.74016 4.61911 3.27558
C 1.57725 5.22909 4.18949
C 2.83242 4.70994 4.35904
C 3.26095 3.55110 3.68050
C 2.34386 2.92447 2.82474
H 1.83486 2.62036 0.03267
H 1.28697 1.03084 0.64714
H -1.34010 0.53944 -1.70295
H -0.96369 0.51678 -0.04630
H 1.17962 -3.27563 -2.98867
H -0.16259 -4.64768 -4.73240
H -2.42362 -4.10648 -5.28494
H -3.55142 -2.19373 -4.16265
H -2.33752 -0.83005 -2.48796
H 1.29974 -0.07229 -3.67172
H 3.40300 1.04310 -4.06722
H 5.37298 0.74675 -2.41245
H 5.19239 -1.41427 -1.09039
H 3.00613 -2.06323 -0.22660
H -1.55495 2.01113 -3.05774
H -1.20194 2.91738 -5.28479
H 0.81204 4.30306 -5.79737
H 2.71980 4.30332 -4.10933
H 2.55157 2.96717 -2.05645
H 0.80755 5.33366 0.67218
H -0.53802 7.35208 -0.31331
H -2.97214 7.10088 -0.66651
H -4.01484 4.86878 -0.57724
H -2.79118 2.89555 0.16835
H -0.24086 5.06982 3.09058
H 1.24649 5.99597 4.83030
H 3.46390 5.29941 4.98340
H 4.23286 3.15318 3.91494
H 2.75541 2.12519 2.19023
O 0.74212 -5.54996 1.01253
S 0.89124 -5.18765 -0.43024
O 1.34750 -6.29735 -1.20983
O -0.54855 -4.53736 -0.68501
O 1.73877 -3.95426 -0.45197
N -3.35075 -4.85865 -0.51197
C -3.60775 -3.44481 -0.82251
P -3.26820 -2.39608 0.59086
O -3.13215 -0.93808 0.30589
O -2.10493 -3.12410 1.24264
C -4.75973 -2.68387 1.66341
N -5.23963 -1.23733 1.89642
H -3.55195 -5.40039 -1.39805
H -3.87590 -5.27854 0.24002
H -2.18948 -4.93744 -0.40457
H -4.61411 -3.40872 -1.29697
H -2.94146 -3.10160 -1.62059
H -4.40237 -3.15065 2.59577
H -5.57810 -3.29189 1.34111
H -5.46006 -1.11238 2.87275
H -6.11821 -1.10262 1.37887
H -4.58108 -0.52042 1.58090
```

Properties
HOMO: -9.0 eV
Spin multiplicity: 5
Net charge: +1
Max |F|: 3.92 eV Å⁻¹
Kohn-Sham gap: 5.284 eV

---

Below is C36H39N14O5OsP as an isolated structure, with properties calculated with ωB97M-V/def2-TZVPD.

Structure (XYZ):
```
96
Properties=species:S:1:pos:R:3
Os 0.56264 0.11296 -0.33174
C 0.57003 -4.23163 3.18611
N 0.83125 -2.93075 2.55762
C 0.28962 -2.40412 1.47137
N 0.97803 -1.31709 1.12319
C 1.95299 -1.24095 2.07968
N 1.89000 -2.19864 2.95909
C 1.69784 -5.17973 2.85253
C 2.41072 -5.84317 3.83968
C 3.47935 -6.66460 3.49416
C 3.86104 -6.80535 2.17070
C 3.14571 -6.13579 1.18071
C 2.05955 -5.34390 1.52492
C 3.54646 -6.20093 -0.22240
N 4.62839 -6.63870 -0.76223
N 4.52396 -6.37416 -2.12469
C 3.38671 -5.80257 -2.29749
O 2.70074 -5.65482 -1.13490
C 2.77884 -5.23430 -3.49820
C 3.50018 -5.09632 -4.68315
C 2.91682 -4.45448 -5.76178
C 1.62718 -3.93630 -5.66654
C 0.89907 -4.09857 -4.49652
C -0.51142 -3.59152 -4.35773
N -0.63718 -2.68721 -3.20019
C 0.30016 -2.00362 -2.57100
N -0.26415 -1.28074 -1.59956
C -1.60071 -1.59469 -1.69915
N -1.84846 -2.44091 -2.65594
C 1.47639 -4.76319 -3.42173
H -0.39144 -4.57691 2.80564
H 0.48380 -4.07172 4.25833
H -0.57980 -2.79568 0.97066
H 2.68424 -0.45360 2.11794
H 2.14150 -5.71870 4.88126
H 4.02651 -7.18486 4.26806
H 4.70579 -7.42196 1.89497
H 1.50914 -4.83455 0.74233
H 4.50999 -5.48083 -4.74051
H 3.46994 -4.34615 -6.68473
H 1.18661 -3.42663 -6.51484
H -1.21411 -4.40334 -4.17352
H -0.84247 -3.05090 -5.24294
H 1.34320 -2.04820 -2.81909
H -2.35976 -1.18654 -1.05494
H 0.90918 -4.91556 -2.51109
N 2.35004 3.02369 2.40087
C 1.24914 2.48302 1.89690
O 1.31730 1.54619 1.09331
C -0.10836 3.00897 2.43283
C 0.10951 4.31625 3.08255
N 0.32567 5.33940 3.55372
C -1.03965 0.73304 2.95418
N -1.40421 -0.27079 2.53632
H 3.24792 2.69364 2.08026
H 2.32290 3.84625 2.98670
N -4.95842 4.42172 1.23208
C -4.26631 4.57338 2.38364
O -4.55015 5.36084 3.25693
C -2.99974 3.75762 2.55679
C -2.73162 3.39821 3.89125
C -1.73871 2.59610 4.35163
C -0.61706 2.01602 3.52997
N -0.96661 3.14429 1.28257
C -2.20105 3.48302 1.39086
H -5.81607 4.94648 1.14819
H -4.84848 3.61811 0.63872
H -3.44928 3.77360 4.61103
H -1.73170 2.33335 5.40190
H 0.22132 1.80526 4.20153
H -2.69340 3.62993 0.43285
C 1.93905 0.31228 -3.91636
C 2.86826 0.76540 -2.79357
P 2.74154 -0.03743 -1.15419
C 3.97358 0.92463 -0.19635
C 5.41939 0.82386 -0.68209
C 3.48154 -1.72436 -1.22047
C 4.34329 -2.05684 -2.43850
H 2.07374 0.96739 -4.77612
H 0.89071 0.37529 -3.62606
H 2.16131 -0.70101 -4.25367
H 2.68589 1.82308 -2.57858
H 3.90981 0.68672 -3.10967
H 3.90315 0.57774 0.83774
H 3.62994 1.96189 -0.21725
H 5.78066 -0.20414 -0.67184
H 6.07186 1.40007 -0.02689
H 5.54043 1.22224 -1.68805
H 2.67778 -2.45592 -1.10382
H 4.07904 -1.80939 -0.30712
H 3.76126 -2.08145 -3.36154
H 4.79741 -3.03960 -2.31292
H 5.15138 -1.33899 -2.57431
O -1.53532 0.84662 -0.28426
N -1.33081 1.65431 -1.20879
O -0.10232 1.60340 -1.56450
```

Properties
ΔE to the lowest compared entry with this formula, charge and spin: 6.9 kcal/mol
HOMO (spin up / spin down): -12.4 / -12.4 eV
Net charge: +2
Max |F|: 0.94 eV Å⁻¹
Kohn-Sham gap (spin up / spin down): 2.822 / 2.827 eV

---

Below is C36H39N3O6ReS2Sb2SeTe as an isolated structure, with properties calculated with ωB97M-V/def2-TZVPD.

Structure (XYZ):
```
91
Properties=species:S:1:pos:R:3
Re 0.50374 0.94603 0.74060
C -3.44495 -4.13282 0.51487
Sb -1.72202 -2.97088 1.09670
C -1.36392 -4.01526 2.92794
C -0.36082 -4.14614 -0.16215
C 0.80429 -4.77709 0.51836
C 0.63945 -6.06532 1.02487
C 1.65660 -6.72624 1.69186
C 2.87661 -6.09918 1.86446
C 3.06635 -4.82016 1.36646
C 2.05068 -4.14224 0.69639
C 2.31540 -2.73110 0.23926
Sb 1.60962 -1.38053 1.84775
C 2.48900 2.39690 3.33489
C 3.61610 -0.97186 2.53081
H -3.23080 -5.19614 0.62681
H -3.71040 -3.92731 -0.52236
H -4.29374 -3.87183 1.14628
H -1.76005 -5.02886 2.88098
H -1.85035 -3.46821 3.73480
H -0.29316 -4.05070 3.12203
H -0.05242 -3.49795 -0.98294
H -0.99395 -4.92606 -0.58942
H -0.31480 -6.56037 0.87942
H 1.49495 -7.72933 2.06618
H 3.68107 -6.60428 2.38434
H 4.01969 -4.32532 1.49013
H 1.76969 -2.52318 -0.67577
H 3.93112 -2.77550 -0.85466
H 3.35859 2.32421 3.99159
H 1.81167 1.57431 3.57197
H 1.97627 3.33666 3.54460
H 4.27358 -0.59597 1.75063
H 4.01240 -1.92208 2.88653
H 3.57748 -0.27472 3.36944
O -1.28854 0.41286 -0.67172
S -1.48790 1.80962 -1.17862
O -1.19314 2.03973 -2.56692
N -0.58803 2.56557 -0.13722
C 0.25013 3.66621 -0.39384
C -0.08070 4.78052 -1.14544
C 0.85014 5.80230 -1.28622
C 2.08424 5.71485 -0.66084
C 2.42156 4.60947 0.11297
C 3.69932 4.47634 0.79574
C 3.93204 3.44016 1.59309
C 2.92980 2.35411 1.87057
N 1.76878 2.40078 0.96598
C 1.49984 3.56284 0.23834
C -3.19368 2.15790 -0.92691
C -3.75370 1.85000 0.30641
C -5.08903 2.13861 0.52118
C -5.84365 2.72830 -0.48625
C -5.27066 3.02918 -1.71323
C -3.93184 2.74406 -1.94408
H -1.05227 4.84683 -1.61840
H 0.60543 6.67238 -1.88111
H 2.80598 6.51502 -0.77075
H 4.44891 5.24287 0.64288
H 4.87789 3.34393 2.11317
H 3.43775 1.39994 1.68901
H -3.15602 1.38951 1.08408
H -5.54016 1.90424 1.47608
H -6.88724 2.95552 -0.31108
H -5.86419 3.48587 -2.49385
H -3.46304 2.96621 -2.89333
S -2.71664 0.66207 4.14109
C -1.48974 0.84375 3.13883
N -0.59659 0.97830 2.37862
C -1.32791 -0.69763 -3.40809
Te 0.60080 -0.67522 -2.45750
C 1.27254 0.18965 -4.25123
C 0.17433 0.06810 -5.26181
C 0.38999 0.39050 -6.59876
C -0.64668 0.31868 -7.51162
C -1.91066 -0.07879 -7.09809
C -2.13207 -0.40560 -5.77128
C -1.09340 -0.33268 -4.84665
H -2.09130 -0.10686 -2.92378
H -1.57820 -1.75676 -3.27972
H 2.22284 -0.26867 -4.51077
H 1.46222 1.22696 -3.96016
H 1.37553 0.70461 -6.92009
H -0.47004 0.57352 -8.54848
H -2.72306 -0.13988 -7.81050
H -3.11539 -0.72257 -5.44472
O 4.16804 1.52105 -1.65594
Se 3.45655 0.19615 -1.13188
O 3.28530 -0.86501 -2.35416
O 1.27782 0.75520 -1.32674
O 3.70038 -2.48279 0.03734
```

Properties
ΔE to the lowest compared entry with this formula, charge and spin: 36.5 kcal/mol
HOMO (spin up / spin down): -7.0 / -7.3 eV
Spin multiplicity: 4
Max |F|: 1.21 eV Å⁻¹
Kohn-Sham gap (spin up / spin down): 5.907 / 6.162 eV

---

- Which value of max |F| does entry 2 give?
  0.45 eV Å⁻¹